# 1
The following is a quantum chemistry calculation of a 11-piece molecular cluster, C38H77NO15S overall in a non-equilibrium geometry, from OMol25.

Geometry (Å):
S1 2.07 -1.69 3.11
O1 -1.26 13.17 -1.14
O2 1.82 1.64 0.14
O3 -4.65 -2.46 1.85
O4 1.27 -2.50 -3.46
O5 0.03 -0.56 1.25
O6 -0.04 8.24 -0.47
O7 -4.64 0.08 -0.77
O8 1.53 -3.03 3.02
O9 5.85 -1.78 -6.04
O10 6.19 3.97 3.21
O11 -2.32 -6.69 -1.95
O12 -4.72 -5.13 3.97
O13 3.32 -1.56 3.81
O14 1.05 -5.44 1.18
O15 0.38 3.45 0.14
N1 -2.35 -5.33 5.25
C1 -1.34 -1.57 2.94
C2 -1.08 -1.36 5.30
C3 -3.01 -7.69 -2.70
C4 -5.21 -0.45 -1.95
C5 -0.63 -2.47 -0.68
C6 -1.55 10.10 -0.05
C7 -3.49 -4.77 6.03
C8 -1.18 -3.25 -1.69
C9 0.26 4.85 0.37
C10 -3.44 -2.44 1.90
C11 0.87 -0.64 3.95
C12 -0.54 -1.21 4.02
C13 -4.60 -4.27 5.10
C14 -3.17 -2.24 4.40
C15 -1.08 13.67 -3.50
C16 -0.81 -1.39 1.54
C17 -2.64 -2.08 3.12
C18 -3.17 -8.97 -1.90
C19 -1.18 5.27 0.56
C20 3.35 -5.67 0.44
C21 3.11 1.16 -0.22
C22 -4.55 -2.77 4.72
C23 -6.65 -0.84 -1.71
C24 3.14 0.72 -1.67
C25 8.25 -1.62 -6.36
C26 -1.62 12.72 -2.44
C27 -2.35 -1.85 5.47
C28 -0.11 9.65 -0.24
C29 -2.67 -2.76 0.66
C30 2.43 -3.07 -4.08
C31 3.68 -2.29 -3.76
C32 4.06 2.80 3.31
C33 -1.39 -2.25 0.46
C34 5.24 3.23 2.45
C35 1.92 -5.35 0.06
C36 -2.45 -3.78 -1.50
C37 -3.21 -3.55 -0.37
C38 6.98 -2.38 -6.67
H1 2.88 1.55 -2.32
H2 4.90 3.87 1.64
H3 3.33 2.24 2.72
H4 -0.55 8.05 -1.27
H5 -3.72 -8.77 -0.98
H6 2.26 -3.10 -5.16
H7 8.42 -1.58 -5.28
H8 3.41 -6.67 0.87
H9 1.18 -1.60 -3.78
H10 -1.22 11.72 -2.57
H11 -7.11 -1.26 -2.61
H12 4.01 -5.61 -0.42
H13 -1.34 13.33 -4.50
H14 -0.13 3.25 -0.65
H15 1.85 -4.34 -0.37
H16 -1.26 6.34 0.75
H17 -4.20 -4.00 -0.29
H18 0.36 -2.05 -0.80
H19 -1.77 5.03 -0.33
H20 -3.71 -9.72 -2.47
H21 8.17 -0.58 -6.72
H22 -5.28 -2.60 3.93
H23 -3.16 -4.04 6.77
H24 -1.63 -5.54 5.94
H25 -1.45 -7.05 -1.73
H26 5.74 2.36 2.01
H27 0.47 9.86 0.65
H28 1.36 -4.80 1.83
H29 1.22 -0.44 4.96
H30 0.82 0.31 3.40
H31 2.51 -4.10 -3.72
H32 -7.24 0.02 -1.39
H33 3.57 3.67 3.74
H34 -5.66 -5.28 3.85
H35 3.82 1.97 -0.05
H36 9.12 -2.08 -6.83
H37 -5.54 -4.40 5.67
H38 -3.98 -7.28 -2.97
H39 4.55 -2.73 -4.23
H40 4.40 2.17 4.13
H41 0.84 5.07 1.27
H42 3.71 -4.97 1.20
H43 6.81 -2.42 -7.75
H44 0.01 13.73 -3.42
H45 6.50 3.40 3.92
H46 7.05 -3.41 -6.30
H47 3.84 -2.25 -2.68
H48 -1.63 4.74 1.40
H49 0.34 10.17 -1.08
H50 4.13 0.35 -1.95
H51 -2.01 9.57 0.79
H52 3.59 -1.25 -4.11
H53 3.37 0.32 0.45
H54 0.71 5.38 -0.47
H55 -6.72 -1.59 -0.91
H56 -2.67 -6.25 4.96
H57 2.41 -0.08 -1.84
H58 -4.90 -2.21 5.60
H59 -0.50 -1.06 6.17
H60 -2.75 -1.94 6.48
H61 2.29 -1.16 1.87
H62 -2.86 -4.38 -2.31
H63 -1.63 14.05 -1.03
H64 -0.58 -3.40 -2.58
H65 -5.16 0.31 -2.74
H66 -2.15 9.87 -0.93
H67 1.20 0.92 0.00
H68 1.55 -6.06 -0.69
H69 -3.92 -5.60 6.60
H70 -4.61 -1.31 -2.27
H71 -4.70 -0.63 -0.12
H72 -2.45 -7.89 -3.63
H73 -1.60 11.17 0.14
H74 -2.20 -9.37 -1.61
H75 -2.72 12.66 -2.51
H76 -1.47 14.67 -3.36
H77 5.77 -0.88 -6.38

The maximum force is 1.8 eV Å⁻¹. The calculation puts the energy relative to the best compared isomer or geometry (same formula, charge and spin) at 0.00 kJ/mol. The SMILES is NC[C@H](O)Cc1ccc(C[SH](=O)=O)c2c1C(=O)c1ccccc1C2=O.CCO.CCO.CCO.CCO.CCO.CCO.CCO.CCO.CCO.CCO. The calculation puts the HOMO-LUMO gap at 0.308 Ha.

Atom charges from the Löwdin analysis, given in e for atoms 1 to 5:
1 S 0.71
2 O -0.10
3 O -0.11
4 O 0.10
5 O -0.11


# 2
The following is a quantum chemistry calculation of C32H29N4O4PS2Se2Ti as an isolated structure, from OMol25.

Geometry (Å):
Se1 2.43 0.09 -0.14
Se2 -0.03 0.00 2.10
Ti1 -0.09 0.31 -0.45
S1 -0.44 -4.46 -0.49
S2 -2.88 0.72 -2.46
P1 2.15 0.05 2.02
O1 -0.06 2.23 -0.41
O2 -1.85 1.39 0.46
O3 -1.68 0.20 -1.77
O4 -2.94 0.38 -3.84
N1 -0.25 -1.94 -0.62
N2 0.45 -1.46 -4.17
N3 -2.88 2.33 -2.37
N4 0.74 -0.20 -2.38
C1 2.80 2.92 4.78
C2 2.30 1.82 4.11
C3 -4.27 0.17 -1.58
C4 2.32 -2.01 3.85
C5 3.70 2.34 2.20
C6 0.04 -2.43 -1.88
C7 1.42 2.45 -4.89
C8 0.78 -0.19 -4.64
C9 -5.35 -0.98 0.21
C10 -6.60 -0.63 -0.30
C11 1.26 1.64 -6.03
C12 -4.18 -0.59 -0.42
C13 2.97 -3.06 4.48
C14 0.94 0.30 -5.93
C15 -0.05 -3.78 -2.00
C16 1.26 1.95 -3.61
C17 -7.85 -1.04 0.41
C18 0.44 -1.40 -2.83
C19 2.92 -1.38 2.76
C20 3.76 3.72 4.17
C21 -1.30 2.39 -0.03
C22 2.74 1.53 2.82
C23 -5.51 0.52 -2.12
C24 4.17 -1.80 2.31
C25 4.82 -2.84 2.95
C26 -2.05 3.62 -0.40
C27 -6.66 0.12 -1.48
C28 -0.54 -2.92 0.20
C29 -3.26 3.17 -1.22
C30 4.21 3.43 2.88
C31 4.22 -3.47 4.03
C32 0.94 0.60 -3.51
H1 4.73 -4.28 4.53
H2 0.14 -4.40 -2.87
H3 4.04 2.13 1.20
H4 -8.74 -0.58 -0.02
H5 1.40 2.57 -2.74
H6 2.51 -3.55 5.33
H7 0.21 -2.27 -4.72
H8 1.55 1.20 4.59
H9 2.46 3.15 5.77
H10 4.16 4.58 4.69
H11 4.65 -1.32 1.46
H12 -3.97 2.62 -0.60
H13 -7.80 -0.77 1.47
H14 -5.57 1.08 -3.05
H15 -5.30 -1.57 1.12
H16 4.95 4.06 2.41
H17 5.79 -3.16 2.60
H18 -2.38 4.14 0.50
H19 -1.40 4.29 -0.97
H20 -0.78 -2.76 1.24
H21 -7.99 -2.13 0.36
H22 1.68 3.49 -5.02
H23 1.40 2.08 -7.01
H24 0.82 -0.32 -6.81
H25 -3.78 4.03 -1.63
H26 -2.91 2.74 -3.30
H27 -3.22 -0.86 -0.01
H28 -7.62 0.38 -1.90
H29 1.34 -1.71 4.20

The maximum force is 0.7 eV Å⁻¹. The calculation puts the energy relative to the best compared isomer or geometry (same formula, charge and spin) at 0.00 kJ/mol. The total charge is +2. The calculation puts the HOMO-LUMO gap at 0.267 Ha.

Atom charges from the Löwdin analysis, given in e for atoms 1 to 5:
1 Se 0.59
2 Se 0.60
3 Ti 0.72
4 S 1.15
5 S 0.72


# 3
The following is a quantum chemistry calculation of a 2-piece molecular cluster, C5H11P overall in a non-equilibrium geometry, from OMol25.

Geometry (Å):
P1 0.56 -0.12 0.07
C1 -0.19 0.81 -1.32
C2 -0.34 1.25 2.26
C3 -0.45 -2.28 -0.86
C4 2.09 0.56 0.37
C5 -0.51 0.18 1.49
H1 -0.01 -3.08 -0.28
H2 -0.12 -2.27 -1.88
H3 2.60 0.19 1.26
H4 -0.98 1.45 3.11
H5 0.45 1.96 2.07
H6 2.74 0.62 -0.50
H7 -1.51 -2.17 -0.71
H8 -1.29 -0.55 1.68
H9 0.31 0.50 -2.23
H10 -0.07 1.88 -1.17
H11 -1.24 0.55 -1.39

The maximum force is 2.9 eV Å⁻¹. The calculation puts the energy relative to the best compared isomer or geometry (same formula, charge and spin) at 285.27 kJ/mol. The calculation puts the HOMO-LUMO gap at 0.283 Ha.

Atom charges from the Löwdin analysis, given in e for atoms 1 to 5:
1 P 0.81
2 C -0.26
3 C -0.04
4 C -0.08
5 C -0.28


# 4
The following is a quantum chemistry calculation of a 8-piece molecular cluster, C40H102N6O14 overall in a non-equilibrium geometry, from OMol25.

Geometry (Å):
O1 6.06 -6.06 3.05
O2 0.37 1.33 -5.12
O3 -2.35 2.35 3.89
O4 -0.42 -4.63 1.31
O5 5.64 -0.39 0.03
O6 -1.30 3.34 -0.64
O7 -5.31 6.41 -1.91
O8 -4.84 0.28 -5.79
O9 -3.85 -2.29 -1.86
O10 1.39 -0.57 -0.27
O11 7.73 -0.45 3.68
O12 0.56 -5.24 -2.27
O13 3.09 2.35 2.95
O14 -6.61 3.26 0.38
N1 -4.31 0.39 -0.53
N2 6.35 -3.64 1.33
N3 5.85 1.14 5.07
N4 -2.93 2.81 -5.88
N5 -2.80 5.74 -1.33
N6 1.54 -3.31 -0.56
C1 7.30 1.27 5.38
C2 -3.35 -3.61 -2.07
C3 -1.35 5.81 -1.38
C4 -6.67 6.75 -1.75
C5 0.81 -4.01 1.79
C6 6.27 -7.08 4.09
C7 -3.37 1.52 3.42
C8 0.37 0.32 0.18
C9 -0.59 4.43 -1.23
C10 -0.69 2.33 -5.22
C11 5.14 2.09 4.17
C12 6.18 -2.71 0.15
C13 -2.02 1.70 -5.80
C14 7.30 -5.56 2.57
C15 -4.98 1.64 -0.74
C16 -1.48 -4.80 2.33
C17 5.14 -1.66 0.33
C18 -7.56 3.47 1.35
C19 0.04 -6.47 -2.65
C20 2.31 -3.69 -1.75
C21 1.67 2.22 3.05
C22 -5.21 1.59 -5.80
C23 7.23 -4.82 1.15
C24 3.67 1.64 3.99
C25 -3.58 4.94 -2.32
C26 -1.74 3.44 0.75
C27 -4.70 1.82 4.08
C28 4.61 0.59 -0.36
C29 1.92 -5.11 -2.16
C30 -2.92 0.01 3.48
C31 -2.74 -1.40 -1.50
C32 -5.97 1.99 0.42
C33 8.26 -1.58 4.37
C34 -3.31 0.09 -1.55
C35 -4.17 2.43 -6.56
C36 1.96 -4.02 0.67
C37 -5.50 -0.52 -4.81
C38 8.12 0.82 4.14
C39 -5.07 5.02 -2.04
C40 0.31 0.49 -3.95
H1 -5.15 4.54 -1.06
H2 3.88 0.70 0.44
H3 7.55 2.27 5.73
H4 -3.59 -0.63 2.90
H5 4.10 0.17 -1.23
H6 -4.84 -0.42 -0.23
H7 2.39 -5.49 -3.07
H8 -2.38 2.56 0.86
H9 -2.30 4.36 0.90
H10 6.92 -7.95 3.96
H11 -0.35 -6.54 -3.66
H12 1.95 -2.99 -2.50
H13 0.19 0.99 -2.99
H14 5.78 0.24 4.62
H15 -4.54 1.89 5.15
H16 -6.56 7.82 -1.91
H17 -2.50 0.81 -1.50
H18 6.20 -6.63 5.08
H19 -2.51 3.59 -6.36
H20 8.08 -2.46 3.75
H21 -2.27 -5.45 1.97
H22 0.78 -7.26 -2.51
H23 1.43 1.18 2.85
H24 7.56 0.69 6.26
H25 -1.83 1.41 -6.83
H26 4.44 -1.93 -0.46
H27 -4.19 -4.31 -2.14
H28 -1.01 -5.39 3.12
H29 -3.58 1.84 2.40
H30 -0.52 -0.21 -3.98
H31 8.24 -4.49 0.91
H32 5.41 -7.73 3.93
H33 -5.14 -1.54 -4.81
H34 -6.78 1.27 0.32
H35 7.68 -1.66 5.29
H36 0.12 0.05 1.21
H37 5.66 2.05 3.22
H38 -5.40 1.83 1.34
H39 -5.32 2.06 -4.82
H40 -7.05 6.37 -0.80
H41 5.25 3.08 4.60
H42 -0.81 -6.77 -2.03
H43 8.09 1.55 3.33
H44 -5.76 4.48 -2.69
H45 4.96 1.61 -0.47
H46 -4.62 3.41 -6.70
H47 -6.56 -0.51 -5.10
H48 2.39 -5.82 -1.48
H49 -0.39 4.08 -2.24
H50 -7.48 6.48 -2.43
H51 7.64 -4.81 3.29
H52 -0.23 3.14 -5.79
H53 0.35 4.62 -0.70
H54 -7.61 2.70 2.13
H55 -0.98 6.31 -2.27
H56 -2.06 -1.50 -2.35
H57 1.22 -1.50 -0.45
H58 -5.15 2.76 3.76
H59 3.39 -3.68 -1.60
H60 -2.92 -0.47 4.46
H61 -5.44 1.07 3.82
H62 -0.95 3.41 1.49
H63 9.31 -1.53 4.65
H64 5.58 -3.67 1.98
H65 6.90 -5.45 0.33
H66 -1.90 -0.04 3.11
H67 -3.90 1.98 -7.52
H68 -3.51 5.31 -3.34
H69 -2.28 -1.59 -0.53
H70 -8.46 3.28 0.77
H71 -5.58 1.52 -1.64
H72 -2.30 0.88 -5.15
H73 -6.21 1.57 -6.23
H74 2.85 -3.60 1.12
H75 1.26 2.79 2.21
H76 0.67 -3.79 -0.72
H77 8.11 -6.29 2.54
H78 0.78 1.33 0.19
H79 -2.00 -3.99 2.83
H80 -7.79 4.40 1.87
H81 4.67 -1.74 1.31
H82 -0.48 0.23 -0.49
H83 3.19 1.73 4.97
H84 -4.24 2.43 -0.75
H85 7.19 -2.28 0.16
H86 3.63 0.60 3.67
H87 -2.58 2.57 4.80
H88 -3.19 3.93 -2.41
H89 1.20 -0.12 -3.82
H90 1.31 2.56 4.02
H91 -2.75 -3.93 -1.22
H92 -2.81 -3.57 -3.02
H93 -0.70 2.72 -4.20
H94 -3.62 0.21 -2.59
H95 -5.49 -0.06 -3.82
H96 2.06 -5.10 0.50
H97 -3.27 6.63 -1.27
H98 9.17 0.80 4.44
H99 -1.10 6.47 -0.55
H100 1.30 -4.35 2.70
H101 0.57 -3.00 2.10
H102 6.01 -3.32 -0.74

The maximum force is 3.6 eV Å⁻¹. As for the expectation value of S²: 0.750. The spin multiplicity is 2. The total charge is -1. The calculation puts the HOMO-LUMO gap (alpha / beta) at 0.052 / 0.320 Ha.

Atom charges from the Löwdin analysis, given in e for atoms 1 to 5:
1 O -0.19
2 O -0.21
3 O -0.07
4 O -0.22
5 O -0.19


# 5
The following is a quantum chemistry calculation of one molecule with the formula C4H8O3 in a non-equilibrium geometry, from OMol25.

Geometry (Å):
O1 -0.13 1.37 0.89
O2 1.26 -1.03 1.29
O3 -1.22 -1.61 1.64
C1 -0.97 -1.15 0.55
C2 0.45 -0.81 0.18
C3 -0.22 1.05 -1.46
C4 0.51 0.67 -0.19
H1 0.17 0.51 -2.33
H2 0.33 1.11 1.71
H3 -1.28 0.85 -1.39
H4 0.73 -1.46 -0.66
H5 1.56 0.95 -0.27
H6 -0.11 2.11 -1.66
H7 -1.73 -1.08 -0.24
H8 0.67 -1.48 1.94

The maximum force is 1.0 eV Å⁻¹. The calculation puts the energy relative to the best compared isomer or geometry (same formula, charge and spin) at 132.07 kJ/mol. The SMILES is C[C@@H](O)[C@@H](O)C=O. The calculation puts the HOMO-LUMO gap at 0.411 Ha.

Atom charges from the Löwdin analysis, given in e for atoms 1 to 5:
1 O -0.03
2 O -0.01
3 O 0.07
4 C -0.17
5 C -0.34


# 6
The following is a quantum chemistry calculation of one molecule with the formula C4H10N2 in a non-equilibrium geometry, from OMol25.

Geometry (Å):
N1 0.07 0.50 -0.35
N2 -0.64 0.83 0.77
C1 0.43 -0.70 -0.50
C2 -1.10 2.17 0.89
C3 1.16 -1.12 -1.72
C4 0.21 -1.68 0.64
H1 0.61 -0.74 -2.63
H2 2.18 -0.65 -1.81
H3 -0.88 -2.05 0.75
H4 -1.28 2.63 -0.22
H5 -2.15 2.18 1.41
H6 1.25 -2.26 -1.76
H7 0.39 -1.07 1.63
H8 0.97 -2.55 0.69
H9 -0.49 2.86 1.51
H10 -0.87 0.24 1.53

The maximum force is 3.4 eV Å⁻¹. The calculation puts the energy relative to the best compared isomer or geometry (same formula, charge and spin) at 226.53 kJ/mol. The SMILES is CNN=C(C)C. The calculation puts the HOMO-LUMO gap at 0.329 Ha.

Atom charges from the Löwdin analysis, given in e for atoms 1 to 5:
1 N 0.05
2 N -0.17
3 C -0.46
4 C -0.14
5 C -0.08


> The lowest maximum force belongs to which entry?

C32H29N4O4PS2Se2Ti


> Look up the maximum force of the first one.

1.8 eV Å⁻¹


> Which of these has the highest maximum force?

C40H102N6O14


> What is the maximum force in the fourth record?

3.6 eV Å⁻¹